## w
Computed, not measured: C8H7NO2 in the gas phase, with wB97M-V/def2-TZVPD.

HOMO-LUMO gap   8.10 eV
SMILES string   O=C1Cc2cc(O)ccc2N1

Geometry as XYZ:
```
18
C8H7NO2 | OMol25 | wB97M-V/def2-TZVPD
O -3.7815 -0.0043 -0.3831
C -2.6114 -0.1431 -0.0183
C -1.6225 -1.2632 0.1965
C -0.2604 -0.5868 -0.0251
C 1.0781 -1.0452 -0.1139
C 2.0613 -0.1794 -0.0072
O 3.2995 -0.4697 -0.0486
C 1.9052 1.2032 -0.1903
C 0.5306 1.7389 0.0198
C -0.5388 0.8850 0.2043
N -1.8711 1.0359 0.2750
H -1.6051 -1.7579 1.3235
H -2.1290 -2.1718 -0.4301
H 1.1049 -2.2126 -0.5386
H 3.4980 -1.4950 0.1996
H 2.7209 1.8482 -0.1590
H 0.6390 2.7448 -0.1831
H -2.4177 1.8731 -0.1214
```

## x
Computed, not measured: C8H7NO2 in the gas phase, with wB97M-V/def2-TZVPD.

HOMO-LUMO gap   9.31 eV
SMILES string   NC(=O)c1cccc(C=O)c1

Geometry as XYZ:
```
18
C8H7NO2 | OMol25 | wB97M-V/def2-TZVPD
N 0.0457 2.9352 0.8842
C 0.8919 2.0393 0.2649
O 1.8822 2.4208 -0.3460
C 0.4970 0.5655 0.2416
C 0.9243 -0.2164 1.3550
C 0.5255 -1.5636 1.3941
C -0.2505 -1.9700 0.3201
C -0.4705 -1.2023 -0.8955
C -1.4072 -1.6666 -1.9341
O -1.7364 -0.9811 -2.8461
C -0.0286 0.0101 -0.9483
H -0.9773 2.8560 0.8210
H 0.2866 3.9337 0.8465
H 1.3923 0.2726 2.1692
H 0.8539 -2.2438 2.1302
H -0.4469 -3.1149 0.2263
H -1.7496 -2.7090 -1.8203
H -0.2323 0.6345 -1.8628
```

Which one sits at the bottom of the stability order? w does.

## w
Computed, not measured: 2 unconnected molecules or ions with the total composition C2H8N2O, with wB97M-V/def2-TZVPD.

Multiplicity   2
<S²>   0.7598
HOMO-LUMO gap (spin up / spin down)   11.94 / 6.47 eV
Net charge   +1

Geometry as XYZ:
```
13
C2H8N2O | OMol25 | wB97M-V/def2-TZVPD
C 1.1470 1.3029 3.2024
H 0.3623 0.5291 3.0734
H 1.6737 1.0461 4.1340
H 0.6863 2.3198 3.3774
H 1.7573 1.2525 2.3137
N -1.4579 -1.0161 -1.4486
C -0.2472 -0.3799 -1.0461
N -0.2507 0.1084 0.2153
O 0.6896 -0.3039 -1.8187
H -1.8406 -0.2989 -2.0653
H -1.1584 -1.7821 -2.1097
H -1.0526 -0.0546 0.8497
H 0.6171 0.2358 0.6713
```

## x
Computed, not measured: 2 unconnected molecules or ions with the total composition C2H8N2O, with wB97M-V/def2-TZVPD.

Multiplicity   2
<S²>   0.8041
HOMO-LUMO gap (spin up / spin down)   6.21 / 2.36 eV
Net charge   +1

Geometry as XYZ:
```
13
C2H8N2O | OMol25 | wB97M-V/def2-TZVPD
C -6.1631 1.0811 -0.0952
O -6.7609 -0.0828 0.7178
H -6.8275 2.0178 -0.2647
H -5.4452 1.4387 0.6194
H -5.8445 0.9122 -1.1607
N 5.8171 0.4615 0.4513
C 5.1399 -0.6700 0.2190
N 5.5018 -1.5180 -0.9363
H -5.9797 -0.4272 1.1840
H 5.3518 0.7477 1.3143
H 4.0536 -0.8376 0.3814
H 6.4930 -1.1146 -1.2020
H 4.6639 -2.0088 -1.2282
```

Which one sits at the bottom of the stability order? x does.